Computed, not measured: an isolated molecule of C4H5N in a non-equilibrium geometry, with the ωB97M-V functional and the def2-TZVPD basis.

As for the structure (SMILES): N#CC1CC1. The value obtained for the maximum force is 2.53 eV/Å. The energy relative to the best compared isomer or geometry (same formula, charge and spin) is 113.2 kJ/mol. Its frontier orbital gap is 0.430 Eh. As for the total charge: 0. The value obtained for the total energy is -5717.674 eV.

Geometry as XYZ:
```
10
Properties=species:S:1:pos:R:3:forces:R:3
N 0.301 -1.738 -2.288 -0.0187 1.4280 1.3754
C 0.361 -0.928 -1.452 0.0447 -0.9226 -0.9419
C 0.532 0.025 -0.368 0.2896 0.2694 0.0184
C -0.057 -0.235 1.002 -0.2321 -2.0776 1.4335
C -0.608 0.848 0.187 -0.6273 1.3556 -0.2676
H 1.475 0.572 -0.346 -0.0393 -0.5838 -0.2252
H 0.670 -0.021 1.794 -0.5756 0.2865 -0.2156
H -0.681 -1.145 1.293 1.0014 1.2320 -1.0253
H -1.538 0.736 -0.364 -0.0639 -0.2404 0.4754
H -0.455 1.886 0.543 0.2212 -0.7471 -0.6271
```
Forces are in eV/Å.

Mulliken atomic charge list, values in e, 5 entries: atom 1 (N): -0.409, atom 2 (C): 0.087, atom 3 (C): -0.025, atom 4 (C): -0.433, atom 5 (C): -0.531